(1)
17
Properties=species:S:1:pos:R:3:mulliken_charge:R:1 method="wB97M-V/def2-TZVPD" multiplicity=1 total_charge=0 homo_lumo_gap_ev=6.29
N 0.303 -0.521 2.261 -0.5206
C -0.297 -0.613 0.876 0.5189
C -1.875 -1.123 0.647 -0.3588
C -2.315 -1.194 -0.966 -0.1299
N -1.431 -0.853 -2.113 -0.7591
N -0.175 -0.409 -1.833 0.3645
C 0.544 -0.224 -0.517 0.3241
P 2.357 0.429 -0.488 0.1577
O 2.703 1.336 0.960 -0.4598
Br 2.378 2.007 -2.181 -0.1764
H -0.405 -0.753 3.012 0.2802
H 0.768 0.395 2.444 0.2848
H -2.586 -1.415 1.531 0.2463
H -3.411 -1.586 -1.176 0.3247
H 0.418 -0.154 -2.683 0.2670
H 2.456 2.288 0.744 0.3626
F 0.568 2.390 -0.520 -0.7261

(2)
15
Properties=species:S:1:pos:R:3:mulliken_charge:R:1 method="wB97M-V/def2-TZVPD" e_above_lowest_kj_mol=347.83 multiplicity=1 total_charge=0 homo_lumo_gap_ev="7.64 / 7.55"
C 1.116 1.005 -1.108 0.1022
C -0.416 -0.275 1.476 -1.1625
C 0.318 -0.063 -1.573 -0.5210
C -1.249 -0.270 0.223 0.1456
N -1.832 -1.494 -0.215 1.0597
O -1.185 -2.419 0.134 -0.5641
O 1.795 1.009 -0.070 -0.5013
O -2.871 -1.464 -0.831 -0.6029
Br -2.473 1.066 0.036 -0.0024
H 1.177 1.915 -1.685 0.3659
H 0.264 0.611 1.639 0.3336
H 0.294 -1.021 1.592 0.3617
H -1.196 -0.369 2.310 0.3697
H 0.735 -1.151 -1.473 0.2866
H -0.339 0.258 -2.411 0.3291

(3)
13
Properties=species:S:1:pos:R:3:lowdin_spin:R:1 method="wB97M-V/def2-TZVPD" s_squared=0.7536 e_above_lowest_kj_mol=158.75 multiplicity=2 total_charge=+2 homo_lumo_gap_ev="6.86 / 6.91"
C 1.170 1.189 1.844 -0.0004
C 1.137 0.136 2.732 -0.0001
H 0.257 1.779 1.713 0.0000
H 2.128 1.532 1.436 -0.0001
H 0.282 0.014 3.406 0.0001
H 2.046 -0.444 2.933 0.0000
Li 2.052 1.887 4.151 0.0000
O -0.669 -1.159 -1.630 -0.0186
C 0.208 -0.155 -1.817 -0.0069
C 1.193 0.093 -0.911 -0.0214
Ce 0.420 -2.112 0.023 1.0499
H 1.963 0.814 -1.205 -0.0017
H 0.096 0.395 -2.769 -0.0009